# C2H10N2O3

A 3-piece molecular cluster, C2H10N2O3 overall at a distorted geometry (wB97M-V/def2-TZVPD, the OMol25 dataset).

Computed properties:
2S+1: 2
Energy above the lowest of the compared OMol25 structures with the same formula, charge and spin (kcal per mole): 13.8
Total charge: +1
DFT total energy (eV): -11349.8580
E_LUMO (spin up / spin down) (eV): -4.13 / -9.32
Frontier orbital gap (spin up / spin down) (eV): 10.270 / 5.028

Geometry as XYZ:
```
17
Properties=species:S:1:pos:R:3:mulliken_spin:R:1
N 1.819 0.029 1.214 0.43
C 0.675 -0.601 0.688 0.06
C 0.506 -0.186 -0.797 0.02
N 0.873 1.112 -1.071 0.07
O -0.180 -0.804 -1.565 0.38
H 2.435 -0.608 1.701 0.00
H 1.582 0.808 1.810 0.00
H -0.270 -0.292 1.137 0.03
H 0.723 -1.686 0.773 0.00
H 1.869 1.267 -0.993 0.00
H 0.469 1.496 -1.903 0.00
H -2.037 2.829 1.453 0.00
H -1.060 3.951 1.468 0.00
O -1.157 3.044 1.768 0.00
H -1.415 -2.152 -1.098 0.00
H -2.112 -3.455 -1.441 0.00
O -1.986 -2.825 -0.730 0.01
```

# C2H10N2S2

A 2-piece molecular cluster, C2H10N2S2 overall at a distorted geometry (wB97M-V/def2-TZVPD, the OMol25 dataset).

Computed properties:
Energy above the lowest of the compared OMol25 structures with the same formula, charge and spin (kcal per mole): 11.6
Total charge: 0
DFT total energy (eV): -26886.3836
E_LUMO (eV): 0.41
Frontier orbital gap (eV): 9.490

Geometry as XYZ:
```
16
Properties=species:S:1:pos:R:3:nbo_charge:R:1
C 1.302 -2.241 -0.133 -0.77
S 0.028 -2.664 -1.330 0.10
S 0.097 -1.079 -2.681 -0.12
H 1.794 -1.307 -0.381 0.24
H 0.815 -2.243 0.842 0.23
H 2.095 -2.984 -0.088 0.22
H -0.575 -0.231 -1.900 0.10
N -1.278 1.886 -0.274 -0.83
C -0.415 0.990 0.480 -0.05
N -0.692 1.098 1.930 -0.84
H -0.931 2.834 -0.170 0.35
H -1.226 1.655 -1.258 0.36
H 0.639 1.189 0.254 0.14
H -0.605 -0.054 0.231 0.17
H 0.196 1.234 2.405 0.35
H -1.245 1.917 2.071 0.36
```

# C2H10N3

A 2-piece molecular cluster, C2H10N3 overall at a distorted geometry (wB97M-V/def2-TZVPD, the OMol25 dataset).

Computed properties:
2S+1: 2
Energy above the lowest of the compared OMol25 structures with the same formula, charge and spin (kcal per mole): 10.0
Total charge: 0
DFT total energy (eV): -6703.9744
E_LUMO (spin up / spin down) (eV): 0.91 / 0.89
Frontier orbital gap (spin up / spin down) (eV): 4.934 / 9.343

Geometry as XYZ:
```
15
Properties=species:S:1:pos:R:3:mulliken_spin:R:1
C -1.158 1.383 -1.911 0.00
N -0.055 0.399 -1.621 0.00
H -2.046 0.874 -1.549 0.00
H -0.957 2.345 -1.448 0.00
H -1.234 1.587 -2.977 0.00
H 0.742 0.643 -2.213 0.00
H -0.326 -0.378 -2.235 0.00
H -0.143 0.160 0.049 -0.03
N 0.920 -1.459 2.748 0.06
C 0.563 -1.253 1.411 0.75
N 0.242 0.015 1.005 0.16
H 1.383 -2.305 3.024 0.00
H 1.227 -0.671 3.293 0.02
H 0.754 -2.040 0.700 0.04
H 0.090 0.699 1.726 0.00
```

# C2H10N3

An isolated ion of composition C2H10N3 and charge +1 (wB97M-V/def2-TZVPD, the OMol25 dataset).

Computed properties:
Energy above the lowest of the compared OMol25 structures with the same formula, charge and spin (kcal per mole): 23.6
Total charge: +1
DFT total energy (eV): -6700.0169
E_LUMO (eV): -3.14
Frontier orbital gap (eV): 11.466

Geometry as XYZ:
```
15
Properties=species:S:1:pos:R:3:nbo_charge:R:1
N -2.224 -0.735 -0.260 -0.84
C -1.290 0.044 0.471 -0.06
N 0.106 -0.376 0.062 -0.52
C 1.236 0.580 0.391 -0.05
N 2.164 0.494 -0.699 -0.84
H -2.880 -1.241 0.315 0.40
H -2.717 -0.223 -0.975 0.40
H -1.373 1.108 0.281 0.21
H -1.372 -0.109 1.541 0.22
H 0.140 -0.531 -0.951 0.45
H 0.290 -1.291 0.473 0.43
H 0.802 1.577 0.348 0.21
H 1.556 0.365 1.405 0.20
H 2.691 -0.377 -0.701 0.38
H 2.843 1.245 -0.699 0.40
```

# C2H10N3

C2H10N3 as an isolated structure at a distorted geometry (wB97M-V/def2-TZVPD, the OMol25 dataset).

Computed properties:
Energy above the lowest of the compared OMol25 structures with the same formula, charge and spin (kcal per mole): 83.9
Total charge: +1
DFT total energy (eV): -6697.4025
E_LUMO (eV): -4.04
Frontier orbital gap (eV): 9.939

Geometry as XYZ:
```
15
Properties=species:S:1:pos:R:3:nbo_charge:R:1
C 1.278 -1.091 0.311 -0.43
C -0.596 1.420 0.655 0.38
N -1.643 0.611 0.542 -0.72
N 0.487 1.125 -0.072 -0.36
N 0.690 -0.152 -0.556 -0.48
H 1.626 -1.991 -0.158 0.25
H 2.168 -0.651 0.873 0.19
H 0.618 -1.277 1.089 0.19
H -0.638 2.373 1.118 0.25
H -1.492 -1.329 -1.690 0.00
H -2.562 0.768 0.942 0.44
H 1.243 -0.335 -1.452 0.42
H 1.141 1.919 -0.257 0.43
H -1.533 -0.277 0.023 0.45
H -0.786 -1.113 -1.367 -0.02
```

# C2H10N3S

C2H10N3S as an isolated structure at a distorted geometry (wB97M-V/def2-TZVPD, the OMol25 dataset).

Computed properties:
Energy above the lowest of the compared OMol25 structures with the same formula, charge and spin (kcal per mole): 56.2
Total charge: +1
DFT total energy (eV): -17533.9808
E_LUMO (eV): -3.49
Frontier orbital gap (eV): 9.886

Geometry as XYZ:
```
16
Properties=species:S:1:pos:R:3:nbo_charge:R:1
C 2.075 -0.374 0.545 -0.64
C 0.681 -0.053 0.288 0.61
N 0.106 0.967 -0.175 -0.71
N -0.467 -1.416 0.812 -0.81
N -2.409 1.386 -0.445 -0.99
S 2.637 -1.172 -1.036 0.06
H 2.228 -1.053 1.377 0.28
H 2.688 0.522 0.664 0.26
H -1.099 1.113 -0.312 0.43
H 0.694 1.769 -0.390 0.41
H 0.082 -2.260 0.721 0.37
H -1.202 -1.410 0.113 0.36
H -2.873 1.229 0.446 0.42
H -2.534 2.358 -0.711 0.41
H -2.854 0.806 -1.153 0.41
H 2.248 -2.411 -0.745 0.14
```

# C2H10N4

A 2-piece molecular cluster, C2H10N4 overall at a distorted geometry (wB97M-V/def2-TZVPD, the OMol25 dataset).

Computed properties:
2S+1: 2
Energy above the lowest of the compared OMol25 structures with the same formula, charge and spin (kcal per mole): 13.8
Total charge: -1
DFT total energy (eV): -8194.3410
E_LUMO (spin up / spin down) (eV): 4.01 / 3.85
Frontier orbital gap (spin up / spin down) (eV): 2.818 / 9.191

Geometry as XYZ:
```
16
Properties=species:S:1:pos:R:3:mulliken_spin:R:1
N -0.750 -1.578 -0.382 0.05
C -0.891 -1.540 -1.819 0.38
N 0.351 -1.528 -2.593 0.06
H -0.963 -0.682 0.025 -0.03
H -0.333 -2.357 0.076 -0.13
H -1.582 -2.314 -2.161 -0.01
H -1.356 -0.591 -2.112 -0.08
H 1.041 -1.030 -2.051 -0.07
H 0.741 -2.457 -2.674 -0.08
N -0.472 1.924 2.363 0.28
C 0.720 1.924 1.708 2.72
N 1.947 1.820 2.099 -0.35
H -0.453 1.512 3.286 -0.21
H -1.072 2.750 2.289 -0.80
H 0.595 2.371 0.712 -0.48
H 2.479 1.776 1.234 -0.25
```

# C2H10N4

A 2-piece molecular cluster, C2H10N4 overall at a distorted geometry (wB97M-V/def2-TZVPD, the OMol25 dataset).

Computed properties:
Energy above the lowest of the compared OMol25 structures with the same formula, charge and spin (kcal per mole): 31.4
Total charge: 0
DFT total energy (eV): -8195.4720
E_LUMO (eV): 1.10
Frontier orbital gap (eV): 9.997

Geometry as XYZ:
```
16
Properties=species:S:1:pos:R:3:nbo_charge:R:1
H -2.153 2.216 1.882 0.35
N -1.560 1.616 1.315 -0.73
C -1.143 2.208 0.265 0.29
N -0.078 1.814 -0.489 -0.86
H -1.692 3.060 -0.148 0.14
H 0.502 2.547 -0.838 0.39
H 0.190 0.846 -0.618 0.42
N 1.738 -2.638 -0.683 -0.81
C 0.610 -1.689 -0.792 -0.05
N 0.218 -0.927 0.424 -0.90
H 1.336 -3.279 -0.003 0.35
H 2.537 -2.160 -0.282 0.35
H -0.259 -2.312 -1.030 0.17
H 0.843 -0.886 -1.495 0.16
H 0.468 -1.325 1.317 0.37
H -0.769 -0.719 0.416 0.38
```

# C2H10N4S2

An isolated ion of composition C2H10N4S2 and charge +2 at a distorted geometry (wB97M-V/def2-TZVPD, the OMol25 dataset).

Computed properties:
Energy above the lowest of the compared OMol25 structures with the same formula, charge and spin (kcal per mole): 129.4
Total charge: +2
DFT total energy (eV): -29846.4480
E_LUMO (eV): -8.26
Frontier orbital gap (eV): 9.109

Geometry as XYZ:
```
18
Properties=species:S:1:pos:R:3:nbo_charge:R:1
N 1.959 2.113 -0.831 -0.64
N 1.154 1.351 0.013 -0.32
S 0.033 2.345 1.205 0.20
C 0.055 0.566 -0.808 -0.07
N -0.661 -0.308 -0.035 -0.61
C -0.417 -1.700 0.075 0.36
N -1.307 -2.611 0.406 -0.61
S -3.035 -2.462 0.543 0.34
H 1.657 2.692 -1.573 0.43
H 2.783 2.442 -0.434 0.41
H 1.765 0.671 0.603 0.46
H 1.084 2.727 1.854 0.15
H 0.544 0.118 -1.716 0.27
H -0.755 1.324 -1.070 0.26
H -1.289 0.128 0.583 0.44
H 0.635 -2.005 -0.060 0.24
H -0.855 -3.672 0.416 0.50
H -3.350 -3.718 0.827 0.19
```

# C2H10N6

A 2-piece molecular cluster, C2H10N6 overall at a distorted geometry (wB97M-V/def2-TZVPD, the OMol25 dataset).

Computed properties:
Energy above the lowest of the compared OMol25 structures with the same formula, charge and spin (kcal per mole): 64.9
Total charge: 0
DFT total energy (eV): -11174.6681
E_LUMO (eV): 1.00
Frontier orbital gap (eV): 10.015

Geometry as XYZ:
```
18
Properties=species:S:1:pos:R:3:nbo_charge:R:1
H 2.404 1.151 -2.398 0.32
N 1.461 1.528 -2.337 -0.72
C 0.696 0.911 -1.541 0.45
C -0.710 1.404 -1.359 -0.68
N 1.043 -0.147 -0.738 -0.88
H -0.782 1.969 -0.431 0.22
H -1.408 0.570 -1.321 0.22
H -0.964 2.062 -2.183 0.24
H 0.302 -0.757 -0.390 0.41
H 1.912 -0.612 -0.955 0.38
H -1.187 -2.712 0.062 0.35
N -0.887 -1.855 0.529 -0.57
N -0.745 -2.101 1.768 0.04
N -0.372 -1.119 2.520 -0.24
N -0.214 0.223 2.141 -0.67
H -0.315 -1.310 3.510 0.39
H 0.691 0.362 1.687 0.38
H -0.925 0.434 1.439 0.37
```

# C2H10NO

A 2-piece molecular cluster, C2H10NO overall (wB97M-V/def2-TZVPD, the OMol25 dataset).

Computed properties:
2S+1: 2
Energy above the lowest of the compared OMol25 structures with the same formula, charge and spin (kcal per mole): 3.3
Total charge: 0
DFT total energy (eV): -5770.5838
E_LUMO (spin up / spin down) (eV): 1.01 / 0.71
Frontier orbital gap (spin up / spin down) (eV): 4.773 / 11.622

Geometry as XYZ:
```
14
Properties=species:S:1:pos:R:3:mulliken_spin:R:1
N 0.008 -2.562 -1.025 2.54
H 0.465 -1.824 -0.453 -0.11
H -0.809 -2.125 -1.494 -0.31
H 0.680 -2.983 -1.700 -0.67
H -0.338 -3.337 -0.407 -0.51
C 0.401 0.953 0.337 0.28
O -0.633 -0.023 0.347 -0.24
C -0.100 2.349 0.695 -0.02
H 1.227 0.630 0.977 -0.03
H 0.767 0.959 -0.687 0.01
H -1.004 -0.223 1.214 0.06
H 0.369 3.097 0.050 0.00
H -1.150 2.440 0.431 0.00
H 0.115 2.648 1.714 0.00
```

# C2H10NO

A 2-piece molecular cluster, C2H10NO overall at a distorted geometry (wB97M-V/def2-TZVPD, the OMol25 dataset).

Computed properties:
Energy above the lowest of the compared OMol25 structures with the same formula, charge and spin (kcal per mole): 51.5
Total charge: +1
DFT total energy (eV): -5765.4472
E_LUMO (eV): -3.79
Frontier orbital gap (eV): 10.299

Geometry as XYZ:
```
14
Properties=species:S:1:pos:R:3:nbo_charge:R:1
C -0.527 -0.206 -1.916 -0.46
N 0.888 -0.440 -1.581 -0.69
H 1.220 -1.286 -1.962 0.44
H 1.419 0.285 -2.133 0.45
H 0.915 -0.267 -0.515 0.49
H -0.625 -0.111 -3.037 0.24
H -0.861 0.703 -1.382 0.25
H -1.308 -1.078 -1.627 0.26
C 0.144 0.519 2.648 -0.23
O -0.505 0.018 1.487 -0.79
H -1.477 0.041 1.580 0.48
H -0.412 1.298 2.897 0.17
H -0.034 -0.298 3.389 0.20
H 1.164 0.824 2.153 0.18
```

# C2H10NO2

A 3-piece molecular cluster, C2H10NO2 overall at a distorted geometry (wB97M-V/def2-TZVPD, the OMol25 dataset).

Computed properties:
Energy above the lowest of the compared OMol25 structures with the same formula, charge and spin (kcal per mole): 53.1
Total charge: +1
DFT total energy (eV): -7812.7059
E_LUMO (eV): -5.68
Frontier orbital gap (eV): 9.388

Geometry as XYZ:
```
15
Properties=species:S:1:pos:R:3:nbo_charge:R:1
C 0.575 -0.741 -0.907 -0.39
C -0.195 1.186 0.585 0.10
N 0.284 -0.066 0.450 -0.39
H 0.385 -1.812 -0.849 0.25
H 1.518 -0.524 -1.177 0.23
H -0.165 -0.483 -1.548 0.23
H -0.572 1.827 -0.290 0.28
H 0.418 1.813 1.234 0.23
H 0.717 -0.495 1.248 0.44
H 1.320 -3.733 2.216 0.49
H 0.107 -3.072 2.981 0.49
O 0.812 -2.930 2.345 -0.98
H -1.086 3.137 -2.573 0.49
H -2.526 3.109 -1.953 0.50
O -1.593 2.786 -1.762 -0.98
```

# C2H10NO2

A 3-piece molecular cluster, C2H10NO2 overall at a distorted geometry (wB97M-V/def2-TZVPD, the OMol25 dataset).

Computed properties:
Energy above the lowest of the compared OMol25 structures with the same formula, charge and spin (kcal per mole): 30.3
Total charge: +1
DFT total energy (eV): -7813.6948
E_LUMO (eV): -3.35
Frontier orbital gap (eV): 11.395

Geometry as XYZ:
```
15
Properties=species:S:1:pos:R:3:nbo_charge:R:1
C 0.072 -1.050 0.846 -0.06
C 0.618 -0.069 1.538 -0.37
N -0.358 -0.753 -0.564 -0.73
H 0.014 -2.106 1.066 0.24
H 0.569 -0.113 2.615 0.25
H 1.180 0.767 1.132 0.25
H 0.383 -0.072 -0.800 0.45
H -0.321 -1.530 -1.214 0.44
H -1.186 -0.127 -0.618 0.48
H -3.309 0.030 0.151 0.50
H -3.503 0.568 -1.329 0.51
O -2.977 0.017 -0.750 -0.97
H 3.005 2.117 -1.111 0.49
H 3.277 0.930 -0.275 0.48
O 2.536 1.391 -0.688 -0.97
```

# C2H10NO2

A 2-piece molecular cluster, C2H10NO2 overall at a distorted geometry (wB97M-V/def2-TZVPD, the OMol25 dataset).

Computed properties:
Energy above the lowest of the compared OMol25 structures with the same formula, charge and spin (kcal per mole): 16.4
Total charge: +1
DFT total energy (eV): -7814.2970
E_LUMO (eV): -3.39
Frontier orbital gap (eV): 12.089

Geometry as XYZ:
```
15
Properties=species:S:1:pos:R:3:nbo_charge:R:1
C 1.609 -0.208 0.913 -0.09
O 0.480 -0.379 1.826 -0.74
C 0.944 -0.269 -0.417 -0.24
N -0.042 0.842 -0.366 -0.71
H 2.000 0.816 1.017 0.17
H 2.335 -0.965 1.052 0.22
H 0.932 -0.211 2.677 0.50
H 0.479 -1.221 -0.356 0.24
H 1.510 -0.120 -1.317 0.24
H -0.513 1.042 0.570 0.47
H 0.362 1.832 -0.608 0.44
H -0.725 0.666 -1.114 0.48
H -3.077 -0.439 -2.384 0.51
H -2.510 -0.730 -0.989 0.48
O -2.457 -0.083 -1.696 -0.98
```

# C2H10NO2S

A 3-piece molecular cluster, C2H10NO2S overall at a distorted geometry (wB97M-V/def2-TZVPD, the OMol25 dataset).

Computed properties:
Energy above the lowest of the compared OMol25 structures with the same formula, charge and spin (kcal per mole): 27.7
Total charge: -1
DFT total energy (eV): -18656.7687
E_LUMO (eV): 3.39
Frontier orbital gap (eV): 6.026

Geometry as XYZ:
```
16
Properties=species:S:1:pos:R:3:nbo_charge:R:1
C -0.185 0.461 -1.355 -0.23
C 0.007 -1.101 -1.481 -0.54
S -1.449 -2.021 -0.803 -0.75
N -0.759 1.054 -0.048 -0.89
H -0.792 0.851 -2.246 0.18
H 0.853 0.904 -1.504 0.15
H 0.708 -1.501 -0.858 0.19
H 0.178 -1.358 -2.609 0.18
H -0.206 0.653 0.721 0.34
H -1.650 0.563 0.177 0.39
H 0.889 3.265 0.599 0.46
H -0.544 3.066 0.701 0.50
O 0.211 3.405 1.246 -0.97
H 2.269 0.141 2.065 0.49
H 2.561 -1.254 2.868 0.47
O 2.952 -0.472 2.539 -0.96
```

# C2H10NO3

A 3-piece molecular cluster, C2H10NO3 overall at a distorted geometry (wB97M-V/def2-TZVPD, the OMol25 dataset).

Computed properties:
Energy above the lowest of the compared OMol25 structures with the same formula, charge and spin (kcal per mole): 29.6
Total charge: -1
DFT total energy (eV): -9868.4858
E_LUMO (eV): 3.48
Frontier orbital gap (eV): 6.979

Geometry as XYZ:
```
16
Properties=species:S:1:pos:R:3:nbo_charge:R:1
C -0.524 0.006 -0.269 -0.04
O 0.713 -0.607 0.055 -1.00
C -1.485 -1.075 -0.870 -0.25
N -1.148 -2.418 -0.317 -0.89
H -0.507 0.850 -1.076 0.09
H -1.024 0.449 0.631 0.10
H -1.376 -1.050 -1.956 0.15
H -2.557 -0.912 -0.602 0.15
H -0.284 -2.087 0.106 0.40
H -0.645 -2.993 -1.033 0.33
H 2.332 -1.208 0.760 0.54
H 2.901 -1.471 2.163 0.45
O 3.195 -1.475 1.242 -1.00
H -1.098 3.997 -0.377 0.49
H -0.516 5.000 0.701 0.47
O -1.049 4.929 -0.081 -0.96
```